1.
Entry from OMol25: a cluster of 2 separate species, C5H15N2O in total (ωB97M-V with the def2-TZVPD basis set).

Atoms and positions in Å:
C1 -0.879 1.253 1.894
N1 -0.473 2.528 1.492
C2 0.680 2.772 0.684
O1 -0.233 0.168 1.559
H1 -1.751 1.183 2.537
H2 -0.882 3.284 2.010
H3 1.595 2.633 1.275
H4 0.643 3.756 0.217
H5 0.745 2.029 -0.125
C3 -1.763 -1.507 -1.401
C4 -0.393 -2.029 -1.021
N2 0.482 -0.866 -0.701
C5 1.835 -1.259 -0.225
H6 -1.666 -0.819 -2.241
H7 -2.454 -2.314 -1.642
H8 -2.221 -1.002 -0.548
H9 -0.353 -2.643 -0.123
H10 0.063 -2.589 -1.838
H11 0.042 -0.341 0.115
H12 0.545 -0.210 -1.478
H13 1.702 -1.637 0.782
H14 2.492 -0.397 -0.303
H15 2.246 -1.995 -0.918

The calculation puts the electronic energy at -384.12524 a.u. As for the spin multiplicity: 2. The calculation puts the relative energy (zero: lowest compared OMol25 entry of this formula, charge and spin) at 1.437 eV. The value obtained for the LUMO energy (alpha / beta) is 0.5 / 0.4 eV. The gap between HOMO and LUMO (alpha / beta) comes out at 3.20 / 8.03 eV. The value obtained for the largest force on an atom is 1.927 eV/Å.

---

2.
Entry from OMol25: the ion C5H15N2O with charge +1 (ωB97M-V with the def2-TZVPD basis set).

Atoms and positions in Å:
C1 -2.436 0.723 1.848
N1 -1.176 1.098 1.219
C2 -0.754 0.139 0.120
C3 0.700 -0.198 0.368
N2 1.399 1.127 0.478
C4 1.333 -1.144 -0.781
C5 0.365 -1.398 -1.925
O1 2.388 -0.241 -1.154
H1 -2.649 1.367 2.694
H2 -3.310 0.429 1.249
H3 -2.401 -0.303 2.268
H4 -1.424 1.949 0.729
H5 -1.461 -0.686 0.106
H6 -1.000 0.732 -0.767
H7 0.712 -0.756 1.304
H8 1.327 1.357 1.469
H9 0.991 1.807 -0.150
H10 2.373 0.952 0.215
H11 1.750 -2.082 -0.431
H12 -0.335 -0.660 -2.288
H13 -0.056 -2.384 -1.710
H14 0.985 -1.663 -2.795
H15 2.679 -0.163 -2.067

The calculation puts the electronic energy at -383.96307 a.u. The calculation puts the relative energy (zero: lowest compared OMol25 entry of this formula, charge and spin) at 2.394 eV. The value obtained for the LUMO energy is -3.1 eV. The SMILES is CNC[C@H]([NH3+])[C@@H](C)O. The gap between HOMO and LUMO comes out at 10.24 eV. The value obtained for the largest force on an atom is 3.346 eV/Å. Its total charge is +1.

---

3.
Entry from OMol25: the ion C5H15N2O with charge +1 (ωB97M-V with the def2-TZVPD basis set).

Atoms and positions in Å:
C1 1.169 -0.222 -2.562
N1 0.508 -0.837 -1.377
C2 1.395 -0.633 -0.102
C3 0.734 -0.478 1.276
N2 0.199 0.894 1.396
C4 -1.198 1.130 1.752
C5 -2.185 0.200 0.692
O1 -1.575 0.212 -0.565
H1 2.204 -0.013 -2.279
H2 0.997 0.794 -2.335
H3 1.106 -0.777 -3.492
H4 0.297 -1.881 -1.505
H5 -0.386 -0.367 -1.148
H6 2.195 -1.412 -0.224
H7 2.114 0.170 -0.232
H8 1.444 -0.675 2.107
H9 -0.008 -1.209 1.521
H10 0.993 1.331 2.038
H11 -1.539 0.691 2.716
H12 -1.400 2.162 1.686
H13 -2.082 -0.732 1.259
H14 -3.258 0.713 0.471
H15 -1.725 0.936 -1.092

The calculation puts the electronic energy at -383.90201 a.u. The calculation puts the relative energy (zero: lowest compared OMol25 entry of this formula, charge and spin) at 4.055 eV. The value obtained for the LUMO energy is -2.8 eV. The SMILES is C[NH2+]CCNCCO. The gap between HOMO and LUMO comes out at 9.90 eV. The value obtained for the largest force on an atom is 4.669 eV/Å. Its total charge is +1.

---

4.
Entry from OMol25: a cluster of 2 separate species, C5H15N2O in total (ωB97M-V with the def2-TZVPD basis set).

Atoms and positions in Å:
C1 0.563 -1.845 -1.187
C2 1.675 0.454 -1.051
C3 -0.948 1.135 1.335
C4 -0.298 -0.224 1.380
C5 0.422 -0.364 -1.018
N1 0.822 -0.312 2.171
N2 -1.995 1.159 0.278
O1 -0.654 0.209 -1.748
H1 0.830 -2.102 -2.219
H2 1.351 -2.218 -0.540
H3 -0.363 -2.365 -0.941
H4 1.446 1.516 -1.081
H5 2.267 0.211 -1.938
H6 2.292 0.238 -0.181
H7 -0.195 1.889 1.091
H8 -1.402 1.408 2.298
H9 -0.957 -1.079 1.427
H10 1.264 -1.214 2.242
H11 1.470 0.461 2.125
H12 -2.755 0.516 0.517
H13 -1.535 0.816 -0.636
H14 -2.375 2.098 0.136
H15 -0.923 -0.387 -2.460

The calculation puts the electronic energy at -383.93981 a.u. The calculation puts the relative energy (zero: lowest compared OMol25 entry of this formula, charge and spin) at 3.026 eV. The value obtained for the LUMO energy (alpha / beta) is -3.1 / -3.1 eV. The gap between HOMO and LUMO (alpha / beta) comes out at 7.82 / 7.68 eV. The value obtained for the largest force on an atom is 2.567 eV/Å. Its total charge is +1.

---

5.
Entry from OMol25: a cluster of 2 separate species, C5H15N2O in total (ωB97M-V with the def2-TZVPD basis set).

Atoms and positions in Å:
C1 -0.608 1.766 1.927
C2 0.421 2.120 0.861
C3 1.532 1.044 0.728
C4 0.976 -0.244 0.199
C5 0.682 -0.451 -1.113
N1 -0.027 -1.697 -1.405
N2 0.791 -1.378 1.058
H1 -1.176 2.651 2.202
H2 -1.320 1.067 1.478
H3 -0.241 1.276 2.824
H4 0.984 3.032 1.069
H5 -0.047 2.271 -0.109
H6 2.359 1.357 0.094
H7 1.947 0.813 1.712
H8 0.985 0.181 -1.928
H9 -0.999 -1.568 -1.723
H10 0.003 -2.208 -0.494
H11 0.441 -2.249 -2.107
H12 1.708 -1.808 1.170
H13 0.477 -1.078 1.976
H14 -3.201 -2.347 -2.537
H15 -3.010 -1.026 -3.323
O1 -2.676 -1.523 -2.558

The calculation puts the electronic energy at -384.01626 a.u. The calculation puts the relative energy (zero: lowest compared OMol25 entry of this formula, charge and spin) at 0.946 eV. The value obtained for the LUMO energy is -2.9 eV. The gap between HOMO and LUMO comes out at 10.71 eV. The value obtained for the largest force on an atom is 1.985 eV/Å. Its total charge is +1.

---

6.
Entry from OMol25: a cluster of 2 separate species, C5H15N2O in total (ωB97M-V with the def2-TZVPD basis set).

Atoms and positions in Å:
C1 -0.899 -1.006 -0.692
O1 -0.191 0.102 -1.303
C2 -2.398 -0.809 -0.777
C3 -3.148 -1.967 -0.134
H1 -0.607 -1.933 -1.187
H2 -0.549 -1.076 0.340
H3 0.143 -0.157 -2.166
H4 -2.674 0.135 -0.305
H5 -2.689 -0.724 -1.823
H6 -2.906 -2.084 0.918
H7 -4.219 -1.793 -0.172
H8 -2.929 -2.902 -0.641
C4 2.749 0.948 0.376
C5 1.886 1.626 1.124
N1 0.497 1.769 0.693
N2 4.085 0.841 0.631
H9 2.411 0.490 -0.546
H10 2.168 2.112 2.042
H11 0.227 2.745 0.556
H12 0.310 1.243 -0.197
H13 -0.149 1.414 1.402
H14 4.361 1.021 1.586
H15 4.522 0.005 0.274

The calculation puts the electronic energy at -384.00464 a.u. The calculation puts the relative energy (zero: lowest compared OMol25 entry of this formula, charge and spin) at 1.262 eV. The value obtained for the LUMO energy is -3.0 eV. The gap between HOMO and LUMO comes out at 9.91 eV. The value obtained for the largest force on an atom is 0.523 eV/Å. Its total charge is +1.

---

7.
Entry from OMol25: a cluster of 2 separate species, C5H15N2O in total (ωB97M-V with the def2-TZVPD basis set).

Atoms and positions in Å:
C1 0.105 1.293 2.784
C2 0.487 0.535 1.500
C3 -0.563 -0.522 1.278
C4 -0.714 -1.007 -0.141
C5 0.139 -1.893 -0.681
N1 0.374 -2.049 -2.031
N2 0.197 1.615 0.426
H1 -0.839 1.833 2.772
H2 0.936 1.930 3.075
H3 0.005 0.613 3.593
H4 1.532 0.278 1.400
H5 -1.568 -0.262 1.659
H6 -0.610 -1.293 2.025
H7 -1.563 -0.652 -0.712
H8 0.806 -2.443 -0.027
H9 -0.357 -1.985 -2.720
H10 1.097 -2.703 -2.280
H11 -0.787 1.772 0.313
H12 0.585 1.409 -0.500
H13 0.533 2.496 0.809
H14 -0.523 1.756 -3.146
H15 0.638 0.707 -2.821
O1 -0.122 1.182 -2.492

The calculation puts the electronic energy at -383.99062 a.u. The calculation puts the relative energy (zero: lowest compared OMol25 entry of this formula, charge and spin) at 1.644 eV. The value obtained for the LUMO energy is -2.9 eV. The gap between HOMO and LUMO comes out at 8.68 eV. The value obtained for the largest force on an atom is 3.385 eV/Å. Its total charge is +1.

---

8.
Entry from OMol25: a cluster of 2 separate species, C5H15N2O in total (ωB97M-V with the def2-TZVPD basis set).

Atoms and positions in Å:
C1 1.531 -1.408 0.530
C2 1.900 -0.203 0.954
O1 1.104 0.483 1.838
C3 3.139 0.494 0.509
H1 2.120 -1.967 -0.179
H2 0.666 -1.899 0.964
H3 1.522 1.313 2.066
H4 3.711 -0.149 -0.153
H5 2.908 1.399 -0.060
H6 3.784 0.790 1.332
C4 -1.927 -0.485 -1.274
N1 -0.746 -0.504 -2.166
C5 -1.512 0.010 0.116
N2 -2.356 1.234 0.455
H7 -2.431 -1.452 -1.185
H8 -2.651 0.210 -1.712
H9 -0.025 -1.019 -1.662
H10 -0.976 -1.128 -2.927
H11 -0.493 0.381 0.103
H12 -1.642 -0.702 0.922
H13 -2.103 1.636 1.360
H14 -2.168 1.934 -0.263
H15 -3.354 1.031 0.432

The calculation puts the electronic energy at -383.98527 a.u. The calculation puts the relative energy (zero: lowest compared OMol25 entry of this formula, charge and spin) at 1.790 eV. The value obtained for the LUMO energy is -3.6 eV. The gap between HOMO and LUMO comes out at 8.69 eV. The value obtained for the largest force on an atom is 1.071 eV/Å. Its total charge is +1.

---

> Which of these has the highest electronic energy?

number 3